{
  "formula": "C2H3F2N",
  "method": "ωB97M-V/def2-TZVPD",
  "species": ["C", "C", "N", "F", "F", "H", "H", "H"],
  "coordinates": [[1.288, 0.297, 0.507], [-1.689, -0.105, -0.577], [0.299, -0.025, -0.299], [2.533, 0.310, -0.038], [-2.245, 0.526, 0.506], [1.328, 0.532, 1.533], [-1.944, -1.130, -0.448], [0.431, -0.405, -1.184]],
  "lumo_energy_ev": 0.347,
  "fmax_ha_per_bohr": 0.11895,
  "homo_lumo_gap_ev": 8.360,
  "spin_multiplicity": 1
}